(1)
An isolated molecule of C4H5NO2. Source: the OMol25 dataset; level of theory: ωB97M-V/def2-TZVPD.

Results
**E_LUMO**: 0.48 eV
**Energy above the lowest of the compared OMol25 structures with the same formula, charge and spin**: 3.726 eV
**Electronic energy**: -360.53249 Eh
**SMILES string**: CC1=C(O)N1C=O
**HOMO-LUMO gap**: 0.327 Eh

Structure (XYZ):
```
12
Properties=species:S:1:pos:R:3:forces:R:3:nbo_charge:R:1
C 1.742462 -0.461432 -0.610662 0.017 -0.015 -0.032 -0.66
C 0.544838 -0.258849 0.215817 -0.077 -0.216 0.145 0.08
C -0.391842 -0.377648 1.068125 0.263 -0.085 -0.244 0.44
O -1.108318 -1.000584 1.994290 0.019 0.181 -0.027 -0.64
N -0.434768 0.942572 0.461834 -0.136 0.184 -0.047 -0.53
C -1.313856 1.132035 -0.632155 -0.015 -0.077 -0.322 0.53
O -1.148072 0.671983 -1.735409 -0.037 0.183 0.467 -0.55
H 1.487512 -0.346810 -1.667768 0.047 -0.026 0.147 0.25
H 2.515225 0.272314 -0.355383 -0.120 -0.081 -0.018 0.23
H 2.146290 -1.464788 -0.448928 -0.080 0.138 0.006 0.24
H -1.635054 -0.336533 2.463121 0.047 -0.090 -0.035 0.50
H -2.134065 1.835625 -0.397428 0.071 -0.096 -0.041 0.11
```
Positions in Å, forces in eV/Å.

---

(2)
An isolated molecule of C4H5NO2 in a non-equilibrium geometry. Source: the OMol25 dataset; level of theory: ωB97M-V/def2-TZVPD.

Results
**E_LUMO**: 0.79 eV
**Energy above the lowest of the compared OMol25 structures with the same formula, charge and spin**: 2.934 eV
**Electronic energy**: -360.56161 Eh
**SMILES string**: N=C=CCOC=O
**HOMO-LUMO gap**: 0.358 Eh

Structure (XYZ):
```
12
Properties=species:S:1:pos:R:3:forces:R:3:nbo_charge:R:1
N -1.361070 -0.859113 -2.144980 -0.666 -1.586 0.196 -0.63
C -1.322695 -0.701883 -0.953394 1.170 1.125 0.358 0.48
C -1.181279 -0.472380 0.341136 -0.560 -1.187 -0.280 -0.50
C 0.057594 -0.460245 1.188709 2.861 -0.929 -4.133 -0.06
O 0.624417 0.808548 0.829888 -0.323 1.222 1.894 -0.53
C 1.644746 1.120513 0.028293 -1.314 0.029 1.128 0.64
O 1.929458 2.281248 -0.043333 0.891 -0.740 -0.923 -0.55
H -1.115955 -0.275090 -2.917793 0.170 0.683 0.127 0.41
H -1.979331 0.031480 0.850535 -0.584 -0.015 -0.105 0.25
H -0.253989 -0.458409 2.164467 -0.303 0.398 2.498 0.20
H 0.957586 -1.210049 1.097792 -2.185 0.661 -0.233 0.19
H 2.000520 0.195381 -0.441319 0.842 0.339 -0.528 0.10
```
Positions in Å, forces in eV/Å.

---

(3)
An isolated molecule of C4H5NO2. Source: the OMol25 dataset; level of theory: ωB97M-V/def2-TZVPD.

Results
**E_LUMO**: 0.55 eV
**Energy above the lowest of the compared OMol25 structures with the same formula, charge and spin**: 0.916 eV
**Electronic energy**: -360.63577 Eh
**SMILES string**: O=C1CCN=CO1
**HOMO-LUMO gap**: 0.390 Eh

Structure (XYZ):
```
12
Properties=species:S:1:pos:R:3:forces:R:3:nbo_charge:R:1
O 2.380880 -0.197688 -1.042095 -0.544 -0.002 0.197 -0.53
C 1.326986 -0.251883 -0.476724 0.397 0.285 -0.129 0.80
C 0.433216 0.935623 -0.182337 0.044 0.087 -0.081 -0.56
C -1.064570 0.617757 0.004744 -0.040 0.128 -0.011 -0.25
N -1.364882 -0.787974 0.166908 0.263 -0.179 0.711 -0.45
C -0.409140 -1.563685 0.407250 -0.453 0.010 0.178 0.39
O 0.918819 -1.442003 0.060161 -0.043 0.246 0.152 -0.50
H 0.841912 1.354543 0.745561 -0.021 0.013 -0.160 0.25
H 0.608736 1.660041 -0.976344 0.024 0.012 0.096 0.25
H -1.705537 1.102948 -0.735518 0.194 -0.288 -0.140 0.21
H -1.417600 0.988556 0.975677 0.203 0.406 -0.270 0.22
H -0.548820 -2.416236 1.052719 -0.024 -0.717 -0.545 0.18
```
Positions in Å, forces in eV/Å.

---

(4)
An isolated molecule of C4H5NO2. Source: the OMol25 dataset; level of theory: ωB97M-V/def2-TZVPD.

Results
**E_LUMO**: 0.68 eV
**Energy above the lowest of the compared OMol25 structures with the same formula, charge and spin**: 1.221 eV
**Electronic energy**: -360.62456 Eh
**SMILES string**: O=C[C@H]1CN=CO1
**HOMO-LUMO gap**: 0.389 Eh

Structure (XYZ):
```
12
Properties=species:S:1:pos:R:3:forces:R:3:nbo_charge:R:1
O 2.169815 0.593439 -1.415503 -0.246 0.077 0.443 -0.50
C 1.515493 0.738458 -0.413602 0.159 -0.074 -0.389 0.43
C 0.011556 0.561420 -0.400693 0.019 -0.040 -0.154 -0.05
C -0.417427 -0.928025 -0.532068 0.082 -0.071 -0.235 -0.27
N -1.082576 -1.233497 0.734559 0.016 0.376 0.243 -0.45
C -1.074115 -0.163021 1.404005 -0.111 -0.297 0.040 0.38
O -0.506250 0.954519 0.879033 -0.021 0.011 0.035 -0.49
H 1.971718 0.987479 0.566123 -0.002 -0.007 -0.069 0.12
H -0.428874 1.199489 -1.172680 0.077 -0.085 0.088 0.22
H -1.108043 -1.087990 -1.364926 0.106 0.043 0.116 0.22
H 0.440430 -1.591754 -0.680980 -0.123 0.099 0.003 0.22
H -1.491726 -0.030519 2.396733 0.045 -0.030 -0.123 0.19
```
Positions in Å, forces in eV/Å.

---

Highest occupied orbital energy for every record listed, in sequence, given in eV: -8.41, -8.95, -10.07, -9.92.